1.
One molecule with the formula C22H20N4O7S in a non-equilibrium geometry. Source: OMol25; level of theory: ωB97M-V/def2-TZVPD.

Computed properties:
- DFT total energy (eV) = -54264.5288
- HOMO-LUMO gap (eV) = 8.4
- energy relative to the best compared isomer or geometry (same formula, charge and spin) (eV) = 0.067
- HOMO level (eV) = -8.87

Last column: natural (NBO) charge in e.
Cartesian coordinates (Å):
S 1.65 5.00 -1.00  0.28
O -0.23 1.69 -0.64  -0.58
O 0.05 -4.60 -0.81  -0.41
O -2.98 -0.32 2.43  -0.46
O -1.32 -5.80 0.33  -0.37
O -4.28 1.29 0.72  -0.48
O 3.43 3.68 -2.46  -0.56
O 2.41 0.97 0.39  -0.63
N -2.86 -2.54 2.14  -0.44
N 1.66 2.50 -1.61  -0.47
N -0.86 -4.73 -0.01  0.54
N 2.62 -0.91 -0.84  -0.43
C -3.11 1.76 1.22  0.27
C -1.39 -3.55 0.57  -0.08
C 2.96 -3.09 -1.65  -0.42
C -1.28 1.34 2.74  -0.24
C 2.40 0.40 -0.69  0.68
C 2.97 -1.74 0.30  -0.21
C -0.66 2.51 2.34  -0.21
C 2.11 1.18 -1.99  -0.32
C -1.45 -1.17 0.75  -0.30
C 0.55 2.60 -0.80  0.69
C 2.69 -1.65 -2.09  -0.22
C -0.42 4.32 0.71  -0.13
C -4.97 2.06 -0.24  -0.25
C 3.69 -2.93 -0.32  -0.41
C -1.24 3.27 1.33  -0.04
C -0.94 -2.29 0.16  -0.13
C -2.37 -3.61 1.56  0.10
C -2.46 0.94 2.15  0.28
C -2.42 -1.34 1.76  0.54
C 2.43 3.61 -1.81  0.56
C 0.44 3.97 -0.26  -0.27
C -2.49 2.94 0.82  -0.27
H -2.92 3.56 0.05  0.22
H -0.81 0.69 3.47  0.23
H -0.20 -2.22 -0.62  0.24
H 3.58 -1.17 1.00  0.23
H 2.06 -2.06 0.82  0.19
H -2.75 -4.56 1.90  0.22
H 3.01 1.28 -2.60  0.26
H 2.02 -3.63 -1.50  0.23
H 3.50 -1.26 -2.71  0.19
H 1.75 -1.56 -2.65  0.20
H -5.24 3.04 0.15  0.18
H -1.12 -0.19 0.45  0.26
H -4.37 2.18 -1.15  0.18
H 0.30 2.78 2.74  0.23
H 3.54 -3.63 -2.39  0.22
H 1.32 0.68 -2.56  0.23
H 3.63 -3.82 0.29  0.23
H -5.87 1.50 -0.47  0.21
H -0.46 5.34 1.07  0.23
H 4.74 -2.68 -0.49  0.20

2.
C22H20N7O5Ti as an isolated structure in a non-equilibrium geometry. Source: OMol25; level of theory: ωB97M-V/def2-TZVPD.

Computed properties:
- DFT total energy (eV) = -66912.0893
- HOMO-LUMO gap (spin up / spin down) (eV) = 6.3 / 6.7
- energy relative to the best compared isomer or geometry (same formula, charge and spin) (eV) = 0.497
- charge = +2
- multiplicity = 2
- HOMO level (spin up / spin down) (eV) = -13.65 / -14.21

Last column: Löwdin spin population.
Cartesian coordinates (Å):
Ti -0.15 0.10 0.48  0.63
O 0.24 -4.35 0.11  0.00
O -1.68 1.06 0.40  -0.01
O -3.50 1.47 -0.82  0.00
O 0.29 1.34 -1.18  0.01
O 0.75 -2.19 0.39  0.00
N -1.53 -1.33 -0.22  0.00
N 0.88 3.65 2.68  0.00
N 1.88 0.00 0.53  0.04
N 0.04 -0.24 2.36  -0.02
N 1.29 -0.35 2.75  0.22
N 0.85 4.40 0.43  0.00
N 0.56 2.23 0.85  0.00
C -2.39 -3.50 -0.82  0.00
C -3.18 0.04 4.15  0.00
C -2.69 -0.79 -0.59  0.01
C -0.53 -0.59 4.70  -0.02
C -2.25 0.03 3.12  -0.01
C 0.64 3.79 -0.87  0.00
C -1.38 -2.66 -0.35  0.01
C 0.47 2.34 -0.48  0.00
C 3.58 -0.60 2.12  0.05
C -3.60 -2.92 -1.20  0.01
C 0.76 3.46 1.38  0.00
C -0.03 -3.08 0.08  0.01
C -2.80 -0.28 5.45  -0.02
C 4.12 -0.33 -0.20  0.05
C -0.90 -0.27 3.38  0.00
C 2.79 -0.03 -0.44  0.01
C 1.04 5.82 0.61  0.00
C -2.68 0.73 -0.36  0.00
C 4.52 -0.61 1.11  0.00
C -3.75 -1.54 -1.09  0.00
C -1.47 -0.59 5.72  0.00
C 2.24 -0.31 1.80  0.00
H -3.53 -0.29 6.24  0.00
H 5.55 -0.83 1.32  0.00
H 3.84 -0.84 3.14  0.00
H 0.85 2.84 3.29  0.00
H 2.44 0.19 -1.44  0.00
H -4.20 0.29 3.94  0.00
H 1.14 -4.56 0.41  0.00
H 1.54 6.23 -0.27  0.00
H -1.17 -0.83 6.72  0.00
H 4.82 -0.36 -1.01  0.00
H 0.09 6.33 0.74  0.00
H -2.22 -4.56 -0.89  0.00
H 1.67 6.01 1.48  0.00
H 0.95 4.56 3.10  0.00
H -4.41 -3.52 -1.57  0.00
H -2.58 0.31 2.13  0.00
H 0.50 -0.84 4.89  0.00
H -4.66 -1.04 -1.39  0.00
H 1.49 3.94 -1.54  0.00
H -0.25 4.19 -1.36  0.00

3.
A 2-piece molecular cluster, C22H20NO4S overall in a non-equilibrium geometry. Source: OMol25; level of theory: ωB97M-V/def2-TZVPD.

Computed properties:
- DFT total energy (eV) = -43650.3628
- HOMO-LUMO gap (eV) = 4.0
- charge = -1
- HOMO level (eV) = -2.75

Last column: natural (NBO) charge in e.
Cartesian coordinates (Å):
S 2.36 0.32 2.08  2.15
O 3.53 -0.72 -2.82  -0.41
O 2.99 1.23 1.14  -0.97
O 2.57 0.49 3.51  -1.00
O 2.84 1.40 -2.86  -0.39
N 2.61 0.15 -2.75  0.47
C 0.32 0.72 -2.38  -0.04
C 1.28 -0.22 -2.60  -0.14
C -5.39 -0.11 -2.79  -0.63
C -1.66 -0.81 -2.66  -0.10
C -3.91 0.10 -2.76  0.00
C 3.37 -1.68 0.50  -0.22
C -2.55 1.77 2.70  -0.22
C 4.25 -3.80 1.24  -0.22
C 3.98 -3.44 2.57  -0.23
C -3.03 -0.99 -2.75  -0.23
C -1.62 0.82 2.33  -0.26
C -0.22 1.14 2.23  -0.01
C 0.17 2.42 2.69  -0.22
C -2.01 1.60 -2.63  -0.14
C 3.08 -1.32 1.81  -0.20
C 3.40 -2.20 2.86  -0.22
C 0.67 0.16 1.70  -0.85
C -2.14 3.07 3.04  -0.33
C -1.11 0.50 -2.53  -0.13
C -3.38 1.40 -2.73  -0.22
C 3.95 -2.92 0.21  -0.22
C -0.77 3.38 3.06  -0.22
H -1.58 2.60 -2.66  0.22
H -0.97 -1.66 -2.70  0.20
H 3.14 -0.98 -0.30  0.24
H -4.05 2.25 -2.76  0.21
H -1.92 -0.21 2.10  0.19
H -0.44 4.37 3.33  0.19
H 3.18 -1.92 3.89  0.24
H -5.62 -1.17 -2.80  0.21
H -2.86 3.83 3.29  0.19
H 4.22 -4.13 3.38  0.20
H -3.62 1.53 2.70  0.19
H 4.70 -4.77 1.02  0.20
H 0.35 -0.89 1.70  0.21
H -5.87 0.35 -1.92  0.22
H -3.44 -2.00 -2.79  0.21
H 1.05 -1.27 -2.79  0.22
H 1.22 2.68 2.75  0.21
H 4.15 -3.16 -0.84  0.21
H -5.83 0.35 -3.68  0.22
H 0.63 1.77 -2.33  0.25

4.
C22H20NO8P2RhS as an isolated structure in a non-equilibrium geometry. Source: OMol25; level of theory: ωB97M-V/def2-TZVPD.

Computed properties:
- DFT total energy (eV) = -73429.4427
- HOMO-LUMO gap (spin up / spin down) (eV) = 5.5 / 5.5
- energy relative to the best compared isomer or geometry (same formula, charge and spin) (eV) = 1.464
- HOMO level (spin up / spin down) (eV) = -7.58 / -7.58

Last column: natural (NBO) charge in e.
Cartesian coordinates (Å):
Rh -0.57 -1.37 -0.12  0.67
S -3.15 0.40 0.17  2.31
P 0.75 0.06 1.34  1.23
P 1.02 -0.90 -1.71  1.21
O -0.91 -6.04 3.88  -0.46
O 0.42 -3.01 0.41  -0.70
O -2.83 0.57 1.55  -0.93
O -1.99 -2.19 1.35  -0.65
O -2.87 -3.89 3.74  -0.49
O -4.17 -0.52 -0.22  -0.89
O 1.22 -5.56 1.99  -0.54
O -0.13 1.31 -1.76  -0.68
N -1.72 0.11 -0.67  -0.85
C -0.90 -5.10 3.13  0.41
C -1.26 1.21 -1.28  0.64
C -3.40 2.01 -0.57  -0.31
C 2.12 -2.37 -1.85  -0.96
C -0.16 -3.66 1.38  0.21
C 2.26 0.23 -1.01  -0.32
C -1.90 -4.01 2.99  0.34
C 4.29 1.75 0.16  -0.20
C -4.43 2.91 -0.47  -0.17
C -1.44 -3.18 1.88  0.27
C 2.21 0.56 0.35  -0.37
C 3.33 0.69 -1.77  -0.14
C 0.81 -0.55 -3.50  -0.94
C 0.26 -4.83 2.05  0.35
C -3.16 4.43 -1.87  -0.20
C -4.31 4.13 -1.14  -0.18
C 0.09 1.70 1.83  -0.96
C 1.45 -0.59 2.91  -0.95
C -2.26 2.30 -1.30  -0.07
C 3.22 1.31 0.92  -0.18
C -2.12 3.52 -1.96  -0.19
C 4.34 1.44 -1.19  -0.20
H 3.18 1.57 1.97  0.21
H 2.39 -2.73 -0.86  0.27
H -5.11 4.85 -1.08  0.23
H 2.12 -1.42 2.69  0.27
H 3.02 -2.11 -2.40  0.22
H 5.08 2.32 0.61  0.22
H 1.98 0.19 3.45  0.25
H 5.16 1.79 -1.80  0.22
H -5.30 2.69 0.11  0.24
H 1.66 -0.95 -4.06  0.24
H 0.76 2.19 2.52  0.24
H -3.08 5.38 -2.36  0.22
H -0.90 1.56 2.28  0.29
H 0.62 -0.95 3.51  0.27
H -1.23 3.74 -2.52  0.24
H 0.70 0.51 -3.67  0.27
H 1.59 -3.17 -2.36  0.24
H 3.37 0.45 -2.82  0.21
H -0.02 2.30 0.93  0.25
H -0.09 -1.06 -3.82  0.26